# 1
Below is a 9-piece molecular cluster, C24H56O9 overall, with properties calculated with the ωB97M-V functional and the def2-TZVPD basis.

Cartesian coordinates (Å):
C (-3.611, -0.161, -2.393)
O (-3.053, 0.887, -1.610)
H (-3.852, 0.265, -3.368)
H (-2.819, -0.922, -2.625)
H (-4.501, -0.593, -1.945)
H (-3.076, 0.667, -0.691)
C (1.373, -2.563, 4.069)
O (0.349, -3.082, 3.185)
H (1.279, -3.133, 4.990)
H (2.395, -2.626, 3.648)
H (1.147, -1.502, 4.247)
H (0.613, -2.714, 2.335)
C (2.653, 0.134, -1.740)
O (3.032, -1.088, -1.091)
H (2.008, -0.015, -2.627)
H (2.129, 0.815, -1.115)
H (3.582, 0.606, -2.128)
H (3.703, -0.858, -0.461)
C (0.158, -0.520, 0.955)
O (0.994, -1.661, 0.878)
H (0.565, 0.487, 0.944)
H (-0.516, -0.497, 0.048)
H (-0.513, -0.538, 1.785)
H (1.581, -1.531, 0.135)
C (-0.511, -4.146, -3.134)
C (0.094, -3.565, -4.450)
C (-0.093, -2.075, -4.154)
O (0.208, -1.869, -2.795)
C (0.013, -3.105, -2.106)
H (-0.237, -5.143, -2.823)
H (-1.575, -4.031, -3.296)
H (-0.484, -3.951, -5.265)
H (1.155, -3.710, -4.533)
H (-1.125, -1.744, -4.341)
H (0.574, -1.456, -4.759)
H (-0.629, -2.840, -1.262)
H (1.015, -3.493, -1.675)
C (0.237, 3.983, -3.882)
C (-0.588, 2.668, -3.655)
C (-0.466, 2.538, -2.164)
O (0.826, 3.018, -1.822)
C (1.390, 3.821, -2.832)
H (-0.399, 4.836, -3.650)
H (0.548, 4.073, -4.912)
H (-0.108, 1.806, -4.100)
H (-1.614, 2.775, -4.071)
H (-0.512, 1.470, -1.904)
H (-1.245, 3.137, -1.636)
H (2.227, 3.310, -3.331)
H (1.729, 4.816, -2.474)
C (-3.035, -4.189, 0.138)
C (-2.249, -4.288, 1.431)
C (-3.291, -4.296, 2.492)
O (-4.497, -3.623, 1.934)
C (-4.296, -3.392, 0.524)
H (-3.332, -5.185, -0.141)
H (-2.518, -3.841, -0.751)
H (-1.531, -3.478, 1.634)
H (-1.522, -5.145, 1.459)
H (-3.090, -3.811, 3.439)
H (-3.618, -5.320, 2.665)
H (-3.940, -2.381, 0.295)
H (-5.255, -3.666, 0.067)
C (3.704, 1.639, 1.748)
C (2.849, 1.198, 2.951)
C (3.239, 2.149, 4.058)
O (3.561, 3.362, 3.458)
C (4.025, 3.125, 2.119)
H (3.203, 1.654, 0.800)
H (4.637, 1.090, 1.607)
H (3.032, 0.132, 3.177)
H (1.817, 1.345, 2.729)
H (4.096, 1.774, 4.568)
H (2.509, 2.327, 4.835)
H (5.126, 3.333, 2.077)
H (3.553, 3.839, 1.447)
C (-0.468, 4.435, 1.985)
C (-1.325, 3.342, 1.352)
C (-1.469, 2.407, 2.492)
O (-0.315, 2.494, 3.284)
C (0.426, 3.654, 2.912)
H (-1.086, 5.206, 2.493)
H (-0.030, 4.959, 1.198)
H (-0.780, 2.845, 0.571)
H (-2.295, 3.657, 0.955)
H (-1.591, 1.396, 2.176)
H (-2.303, 2.764, 3.088)
H (1.398, 3.309, 2.522)
H (0.612, 4.198, 3.815)

Forces on the atoms, in the same order (eV/Å):
1.2 -0.2 -0.5
-0.1 0.4 -0.9
-0.3 0.1 0.1
-0.7 0.2 0.5
0.0 -0.2 0.0
-0.1 -0.4 0.8
-0.8 0.1 -0.5
1.1 0.2 0.5
0.3 0.1 0.1
-0.5 -0.2 0.2
0.2 -0.1 0.3
-0.2 -0.1 -0.5
1.1 0.0 -1.6
-1.2 0.0 -0.6
0.3 -0.6 0.7
-0.4 0.6 0.8
-0.6 0.0 0.3
0.5 0.1 0.5
-1.6 0.2 -2.2
-0.4 0.7 1.0
1.1 -0.1 0.2
0.4 -0.2 0.6
-0.1 -0.6 0.9
0.7 -0.1 -0.7
0.7 1.7 0.0
-0.5 0.3 1.8
-0.3 0.3 -1.0
0.3 -0.4 0.0
1.2 -0.7 0.8
0.0 -0.3 -0.2
-0.4 -0.3 0.4
0.1 0.0 -0.8
0.5 -0.6 -0.2
0.0 -0.1 -0.1
0.0 0.0 0.0
-0.1 -0.6 0.0
-1.4 0.8 -0.6
-0.1 -1.0 0.5
0.0 1.5 -0.6
-0.8 -0.3 0.3
0.6 0.0 0.8
-0.9 0.7 -1.7
0.0 0.1 0.1
0.4 0.1 -0.2
0.2 -0.1 -0.4
0.6 -0.2 0.5
-0.2 0.5 0.4
0.4 -0.6 -0.2
0.0 0.0 0.4
-0.2 -0.7 0.1
-0.9 -1.0 -0.2
2.4 0.4 0.0
-2.2 -0.3 -0.2
1.3 0.0 -0.3
1.1 -0.2 0.7
-0.2 -0.8 0.0
0.2 0.5 0.2
-0.5 0.3 -0.5
-1.1 0.3 0.0
0.4 0.1 0.0
0.0 -0.1 0.3
-1.0 0.6 0.3
0.5 0.2 -0.4
0.5 1.3 0.7
0.6 -1.0 -0.5
0.2 -0.5 0.2
0.1 0.9 -1.1
1.1 -0.1 0.2
-0.6 -0.3 -0.4
-0.1 -0.1 0.3
-0.3 0.5 0.1
-0.9 -0.2 -0.2
1.0 -0.5 0.5
-0.6 0.0 -0.1
-0.8 -0.2 0.1
-0.2 0.0 0.0
-1.4 0.2 0.1
-0.1 0.3 -0.1
-0.8 0.2 0.7
0.6 -0.3 0.1
0.3 -0.2 0.2
0.2 -0.7 0.1
1.4 0.9 -1.1
0.4 0.0 -0.6
0.2 0.1 0.0
-0.4 -0.9 0.0
-0.5 -0.4 0.3
-0.5 0.6 -0.3
0.4 0.4 0.6

Calculated values
SMILES string: C1CCOC1.C1CCOC1.C1CCOC1.C1CCOC1.C1CCOC1.CO.CO.CO.CO
2S+1: 1
LUMO energy: 0.6 eV

# 2
Below is a 2-piece molecular cluster, C2H3FO2S overall, with properties calculated with the ωB97M-V functional and the def2-TZVPD basis.

Cartesian coordinates (Å):
C (1.170, -0.063, 0.549)
C (0.025, 0.541, 0.777)
O (-0.617, 0.628, -2.170)
O (-1.290, -1.568, -1.158)
F (-0.898, 0.004, 1.562)
S (-1.462, -0.137, -1.289)
H (2.117, 0.189, 0.167)
H (1.300, -1.101, 0.847)
H (-0.345, 1.506, 0.715)

Forces on the atoms, in the same order (eV/Å):
-0.1 -1.7 0.6
1.5 0.0 1.3
-0.5 -0.6 0.2
0.0 1.2 -0.4
-1.1 -1.9 0.8
0.1 -0.8 -0.6
0.3 1.5 -1.0
-0.7 0.0 0.4
0.5 2.2 -1.2

Calculated values
ΔE to the lowest compared entry with this formula, charge and spin: 173.7 kJ/mol
2S+1: 1
LUMO energy: -1.1 eV

# 3
Below is a 2-piece molecular cluster, CH2Cl2O2 overall, with properties calculated with the ωB97M-V functional and the def2-TZVPD basis.

Cartesian coordinates (Å):
C (0.504, -0.843, 0.383)
O (1.427, 0.033, 0.166)
O (-0.661, -0.834, 0.132)
Cl (1.200, -2.365, 1.027)
Cl (-1.236, 1.880, -0.745)
H (0.984, 0.949, -0.061)
H (-2.217, 1.180, -0.901)

Forces on the atoms, in the same order (eV/Å):
-1.4 -2.3 -0.2
-0.1 3.3 -0.3
0.4 0.4 0.3
0.2 0.6 -0.1
1.8 2.1 0.1
0.9 -2.5 0.4
-1.8 -1.6 -0.2

Calculated values
SMILES string: O=C(O)Cl.Cl
ΔE to the lowest compared entry with this formula, charge and spin: 12.3 kJ/mol
2S+1: 1
LUMO energy: 0.4 eV

# 4
Below is one molecule with the formula C3H5FN2S, with properties calculated with the ωB97M-V functional and the def2-TZVPD basis.

Cartesian coordinates (Å):
C (-0.729, -1.297, 0.131)
C (-0.757, 0.222, -0.127)
C (1.691, 0.467, 0.036)
H (0.026, -1.747, -0.537)
H (-0.351, -1.522, 1.131)
H (-1.787, 1.800, -0.489)
H (0.408, 1.946, 0.356)
H (2.485, 1.267, 0.181)
N (-1.813, 0.795, -0.437)
N (0.470, 0.959, 0.106)
F (-1.969, -1.808, -0.080)
S (2.325, -1.082, -0.269)

Forces on the atoms, in the same order (eV/Å):
1.0 0.6 -0.9
0.8 -0.2 0.8
3.4 -0.9 -0.3
-0.7 0.0 0.1
-0.3 0.2 0.2
0.3 0.4 -0.2
-0.3 -0.4 -0.3
-1.1 -0.9 -0.1
-1.2 -0.2 0.0
-1.0 -0.5 0.2
-0.2 -0.1 0.2
-0.7 1.9 0.4

Calculated values
SMILES string: [H]/N=C(/CF)NC=S
ΔE to the lowest compared entry with this formula, charge and spin: 70.7 kJ/mol
2S+1: 1
LUMO energy: 0.1 eV

# 5
Below is one molecule with the formula C2H5NOS, with properties calculated with the ωB97M-V functional and the def2-TZVPD basis.

Cartesian coordinates (Å):
C (2.086, 0.016, 0.217)
C (-0.649, 0.327, -0.331)
H (1.730, 1.106, -0.354)
H (2.244, 0.052, 1.389)
H (2.694, -0.997, -0.195)
H (-0.263, 1.493, -0.419)
H (-3.612, -0.474, -0.372)
N (-1.925, 0.381, 0.038)
O (-2.733, -0.866, 0.226)
S (0.428, -1.038, -0.199)

Forces on the atoms, in the same order (eV/Å):
-1.9 -2.1 -0.4
-3.0 2.1 2.4
2.2 -3.4 1.5
-0.6 0.3 -2.6
-0.5 3.9 0.6
-0.7 -3.2 0.1
3.7 -1.9 2.8
1.3 -0.3 -1.7
-1.6 3.2 -3.0
1.1 1.5 0.3

Calculated values
SMILES string: CS/C=N\O
ΔE to the lowest compared entry with this formula, charge and spin: 556.4 kJ/mol
2S+1: 1
LUMO energy: 0.6 eV

# 6
Below is C6H9N3O3 as an isolated structure, with properties calculated with the ωB97M-V functional and the def2-TZVPD basis.

Cartesian coordinates (Å):
C (-1.640, -0.102, 0.466)
C (-0.331, -0.182, 1.464)
C (0.899, 0.321, 0.761)
C (2.784, 1.181, -0.115)
C (2.454, -0.234, -0.831)
C (-1.517, -0.825, -1.015)
H (-2.116, 2.125, 0.697)
H (-1.127, 1.895, -0.636)
H (-2.503, -0.287, 1.068)
H (-0.525, 0.380, 2.285)
H (-0.004, -1.195, 1.880)
H (3.469, 2.121, -0.303)
H (2.844, -1.061, -1.684)
H (0.531, -2.291, -0.543)
H (-2.231, 0.619, -1.103)
N (-1.815, 1.179, 0.049)
N (1.659, 1.387, 0.693)
N (1.353, -0.756, -0.359)
O (1.229, -2.052, 0.121)
O (-2.160, -0.166, -1.913)
O (-1.251, -2.058, -0.983)

Forces on the atoms, in the same order (eV/Å):
4.8 -1.5 1.1
0.9 -2.3 -2.8
0.9 -1.3 -2.9
-2.0 -2.9 -2.5
4.2 1.5 -1.8
-1.4 -5.9 2.9
0.4 -4.3 -1.7
-1.1 -3.7 2.6
-0.7 -1.2 0.0
-0.8 2.0 2.4
-1.0 1.0 -0.9
-1.4 -2.6 -0.1
0.1 3.0 2.4
-0.2 -1.1 1.1
-1.7 1.3 -2.0
-0.2 11.7 -1.8
-0.4 -1.9 0.4
-1.5 4.7 5.8
-0.4 -0.3 -2.4
1.2 0.8 1.4
0.3 3.1 -1.0

Calculated values
ΔE to the lowest compared entry with this formula, charge and spin: 747.1 kJ/mol
2S+1: 1
LUMO energy: 0.2 eV

Number 3 is which compound?
CH2Cl2O2

What is the LUMO energy in the third record?
0.4 eV

Copy entry 6 word for word.
Below is C6H9N3O3 as an isolated structure, with properties calculated with the ωB97M-V functional and the def2-TZVPD basis.

Cartesian coordinates (Å):
C (-1.640, -0.102, 0.466)
C (-0.331, -0.182, 1.464)
C (0.899, 0.321, 0.761)
C (2.784, 1.181, -0.115)
C (2.454, -0.234, -0.831)
C (-1.517, -0.825, -1.015)
H (-2.116, 2.125, 0.697)
H (-1.127, 1.895, -0.636)
H (-2.503, -0.287, 1.068)
H (-0.525, 0.380, 2.285)
H (-0.004, -1.195, 1.880)
H (3.469, 2.121, -0.303)
H (2.844, -1.061, -1.684)
H (0.531, -2.291, -0.543)
H (-2.231, 0.619, -1.103)
N (-1.815, 1.179, 0.049)
N (1.659, 1.387, 0.693)
N (1.353, -0.756, -0.359)
O (1.229, -2.052, 0.121)
O (-2.160, -0.166, -1.913)
O (-1.251, -2.058, -0.983)

Forces on the atoms, in the same order (eV/Å):
4.8 -1.5 1.1
0.9 -2.3 -2.8
0.9 -1.3 -2.9
-2.0 -2.9 -2.5
4.2 1.5 -1.8
-1.4 -5.9 2.9
0.4 -4.3 -1.7
-1.1 -3.7 2.6
-0.7 -1.2 0.0
-0.8 2.0 2.4
-1.0 1.0 -0.9
-1.4 -2.6 -0.1
0.1 3.0 2.4
-0.2 -1.1 1.1
-1.7 1.3 -2.0
-0.2 11.7 -1.8
-0.4 -1.9 0.4
-1.5 4.7 5.8
-0.4 -0.3 -2.4
1.2 0.8 1.4
0.3 3.1 -1.0

Calculated values
ΔE to the lowest compared entry with this formula, charge and spin: 747.1 kJ/mol
2S+1: 1
LUMO energy: 0.2 eV

Look up the 2S+1 of the sixth one.
1